(1)
Computed, not measured: 30 unconnected molecules or ions with the total composition H60O30, with ωB97M-V/def2-TZVPD.

Element x y z (Å)
O -20.930 15.883 21.779
H -24.378 19.467 24.169
H -20.742 22.271 17.847
O -20.981 21.963 24.066
H -16.094 18.596 23.670
O -22.132 17.818 20.826
O -21.197 15.704 18.379
O -23.421 19.442 24.161
H -19.470 23.967 22.435
O -24.318 16.917 23.055
O -16.925 22.786 20.154
H -21.287 18.217 22.787
O -18.593 16.332 19.195
O -18.450 17.876 24.718
H -19.248 21.907 21.190
O -18.656 18.248 21.267
H -24.662 22.390 18.260
H -21.812 18.592 24.156
H -25.774 23.493 22.622
H -21.428 21.270 16.941
H -24.644 19.133 16.534
H -24.154 16.996 23.995
O -23.816 18.740 16.812
H -22.826 21.617 22.967
O -20.729 22.704 14.760
O -16.710 18.864 22.989
H -13.971 20.516 23.012
O -24.474 21.452 18.298
O -20.724 21.351 17.584
H -16.649 24.672 17.073
H -23.770 21.203 21.858
H -21.214 14.753 18.269
H -24.502 23.339 21.816
H -18.066 22.839 21.351
H -23.932 17.708 22.678
H -18.543 19.638 15.134
H -23.242 22.257 15.740
H -19.689 18.677 14.900
O -18.777 18.842 14.657
O -15.618 21.336 15.256
H -23.240 19.073 21.163
H -20.291 15.628 22.445
H -16.188 23.291 20.496
H -16.534 21.477 15.496
H -18.740 17.035 19.828
H -18.592 21.525 16.540
H -17.871 18.288 24.077
H -22.438 23.614 21.459
H -23.076 24.987 21.496
H -15.657 20.802 14.463
H -21.346 15.061 21.519
H -15.307 20.448 22.304
H -21.019 22.678 13.848
H -23.168 19.602 25.070
O -19.949 24.751 22.703
O -23.343 21.968 22.242
H -19.078 22.016 15.193
H -21.804 17.112 21.383
H -21.800 17.683 16.197
O -22.355 24.498 21.100
H -20.739 16.736 15.679
O -14.412 20.772 22.202
H -16.939 22.984 19.218
H -23.990 18.413 17.694
H -24.600 19.263 20.526
H -21.921 17.538 19.935
H -20.612 20.681 20.437
O -18.412 21.463 15.602
H -19.810 20.657 19.153
H -16.368 18.470 22.187
O -19.728 20.534 20.099
H -18.423 15.558 19.731
O -22.918 21.359 15.804
H -21.464 22.344 15.256
O -25.213 23.953 21.997
H -20.278 15.909 18.554
H -20.220 21.772 24.614
O -18.900 22.598 21.754
H -17.887 24.858 17.925
H -18.907 19.037 20.785
H -20.639 21.955 23.171
O -24.113 19.427 21.333
H -20.616 24.868 22.026
H -25.321 21.031 18.155
O -21.023 17.650 15.639
O -17.305 24.185 17.573
H -23.531 20.925 16.397
O -21.015 18.322 23.699
H -19.294 17.808 24.271
H -18.291 18.575 22.089

Values from the calculation:
Spin multiplicity: 1
HOMO-LUMO gap: 0.3141 hartree

(2)
Computed, not measured: 30 unconnected molecules or ions with the total composition H60O30, with ωB97M-V/def2-TZVPD.

Element x y z (Å)
H 0.842 0.289 1.969
O -3.379 -4.139 1.412
H -0.607 1.034 -4.042
H -1.901 5.553 -1.616
O 3.658 1.329 -3.557
H 2.090 -0.727 -5.233
H 1.159 3.816 0.965
H -0.029 -1.836 -4.259
H 1.037 -2.138 1.921
O -2.718 0.154 -2.087
H -0.740 2.378 4.602
H -0.050 -1.129 0.144
H 3.150 -1.735 -4.815
H 4.442 -2.500 3.243
H -1.301 0.098 -3.105
H 4.648 -0.578 1.807
H -0.624 -0.061 2.518
O 1.608 -2.851 1.541
H 5.190 -3.506 -0.578
H 2.115 2.159 -2.729
H -3.855 3.807 0.838
O 0.539 -4.725 -0.318
O -1.930 0.016 3.663
H 5.432 0.738 -2.031
O 2.018 3.819 1.479
H 1.208 -3.274 0.769
O 2.633 -1.307 -1.545
H -0.881 -2.067 -0.752
H 3.374 -2.719 2.112
O -3.606 2.902 1.135
H 4.176 0.015 -1.623
H -3.619 0.547 -2.078
H -4.645 -1.224 3.308
O 2.532 -1.117 -4.417
H 4.816 -0.010 0.438
O -2.566 2.607 3.796
H -4.257 -2.180 4.379
O 5.540 -2.594 -0.749
H -3.786 -3.725 2.201
H -2.821 2.582 0.664
H -1.908 -4.579 1.752
H -3.684 -1.259 0.175
H -2.673 -0.660 3.631
O 2.147 1.107 2.520
O -4.883 0.406 0.510
O -1.442 1.580 0.015
H -0.303 3.271 -3.389
H -2.387 0.877 3.598
O 4.127 -2.195 2.372
H -1.165 0.781 0.486
H 3.398 0.381 -3.733
H -4.314 1.118 0.830
H -5.550 0.262 1.179
H -0.075 3.827 -4.811
H 4.210 1.623 -4.299
O -2.554 4.828 -1.492
H -0.454 4.912 -0.054
O 1.395 2.611 -2.353
O -2.986 -1.880 -0.209
O -0.961 -4.745 1.902
H 4.760 -2.033 -0.980
H -0.841 3.355 -0.055
H 1.190 -5.376 -0.513
O -0.645 0.064 -3.872
H -3.058 3.081 4.426
H 0.040 -3.331 -3.711
H 1.364 2.164 -1.523
O 0.051 2.209 5.069
O -0.166 -2.769 -4.474
H 0.721 1.917 4.459
H -2.851 -0.715 -1.734
O -0.048 -1.650 -0.703
H 1.954 4.572 2.110
H 2.936 0.799 2.151
H -3.335 -2.704 0.019
O -0.705 3.386 -4.236
H 0.387 -4.362 -1.221
O 5.114 0.143 -1.371
H 2.066 -1.245 -2.334
H -2.827 2.990 2.961
O 4.501 0.241 1.301
H -0.529 -4.374 1.134
O -0.023 -0.107 1.711
H -1.814 1.255 -0.856
H -2.833 4.473 -2.359
H 1.967 -1.257 -0.798
H -3.984 -4.896 1.206
O -0.452 4.046 0.440
O -3.947 -1.880 3.528
H 2.180 2.036 2.222

Values from the calculation:
Spin multiplicity: 1
HOMO-LUMO gap: 0.3280 hartree

Stability check: which of them is most stable? (2).

(1)
Computed, not measured: 6 unconnected molecules or ions with the total composition C12H36O12, with ωB97M-V/def2-TZVPD.

Element x y z (Å)
H -1.144 0.547 -0.719
H -4.024 2.023 3.060
C -3.997 3.128 5.137
H 1.801 8.524 -3.178
H 5.348 -2.212 4.079
C 4.025 -5.035 3.846
H -0.186 4.144 -4.860
O 5.335 -3.171 4.036
H -0.320 4.175 -7.536
H 1.051 5.449 -0.507
H -3.227 3.703 5.651
H 1.267 -9.076 0.938
H -1.212 -8.689 -0.703
H 0.185 -8.012 -1.328
H 4.152 -4.974 2.765
O -0.405 3.277 -5.209
H 1.219 -1.557 0.132
H -0.281 8.008 -3.062
C 1.449 7.497 -3.082
H -5.376 4.530 5.426
O 4.858 -6.072 4.234
O 0.864 0.439 -0.638
O -4.872 4.095 4.734
H 0.635 -10.258 -0.208
C -0.356 -0.182 -0.908
H -1.816 2.160 -5.948
H -0.630 -9.465 2.210
H 3.945 -3.515 5.477
H 5.637 -5.829 3.728
C 0.368 -9.405 0.416
C -2.048 4.172 -6.791
H -2.032 5.262 -6.767
O -2.719 1.231 4.385
H -3.360 0.628 4.768
O 0.117 7.342 -3.628
H 0.561 7.613 -0.938
H -0.400 -0.436 -1.967
H -0.166 -6.364 -0.066
O -0.606 -9.952 1.384
C 4.191 -3.678 4.428
C -3.445 2.363 3.919
C -1.758 3.205 -5.642
O -0.528 -7.097 0.437
H -2.357 3.321 -4.739
H -0.923 -1.215 0.745
O 1.173 5.750 -1.411
H -2.643 3.022 3.587
H 2.169 6.847 -3.579
C 1.333 7.191 -1.581
H -4.421 2.355 5.779
H -1.428 -2.130 -0.533
O 0.620 -2.274 -0.085
C -0.588 -1.495 -0.254
C -0.274 -8.247 -0.368
H 3.382 -3.034 4.084
H -3.058 3.922 -7.116
H 0.928 1.216 -1.199
H 2.976 -5.239 4.060
O -1.169 3.880 -7.874
H 2.179 7.590 -1.022

Values from the calculation:
SMILES: OCCO.OCCO.OCCO.OCCO.OCCO.OCCO
Spin multiplicity: 1
HOMO-LUMO gap: 0.3696 hartree

(2)
Computed, not measured: 6 unconnected molecules or ions with the total composition C12H36O12, with ωB97M-V/def2-TZVPD.

Element x y z (Å)
O 13.650 -6.697 6.011
O 13.526 -6.933 14.488
H 12.907 -3.441 7.889
H 20.767 -7.887 15.196
C 10.259 -4.139 9.210
H 15.476 -8.408 1.963
H 17.824 -7.691 3.587
H 11.661 -5.317 8.706
O 14.841 -7.487 3.675
H 16.946 -6.300 1.350
H 17.931 -7.576 14.615
O 17.602 -7.889 12.551
C 11.380 -3.083 9.200
H 14.871 -8.633 13.151
H 9.916 -4.263 10.239
H 13.747 -8.770 11.753
H 13.404 -7.538 8.726
C 15.356 -7.394 2.343
H 14.865 -6.263 12.485
H 12.817 -6.449 14.922
C 19.770 -7.515 13.501
H 18.067 -6.168 13.590
H 9.729 -5.854 1.606
C 11.447 -5.667 3.198
H 15.138 -7.029 10.059
H 14.901 -8.409 3.936
H 11.052 -2.166 8.701
H 14.699 -6.827 1.683
O 11.595 -6.787 2.329
O 10.694 -5.399 8.713
H 9.522 -6.153 4.117
H 19.872 -8.587 13.336
H 16.731 -7.477 12.475
O 20.405 -7.140 14.719
H 12.339 -6.934 12.749
H 20.199 -6.884 12.729
C 16.696 -6.672 2.343
H 9.894 -4.479 4.041
H 11.941 -5.823 4.162
C 18.272 -7.246 13.626
H 15.604 -6.637 6.788
C 14.632 -7.129 6.918
C 14.228 -6.912 8.356
H 11.547 -2.718 10.218
O 15.397 -7.156 9.131
H 13.830 -5.907 8.553
H 9.427 -3.777 8.607
O 17.811 -7.526 2.639
H 12.377 -8.430 13.689
C 12.988 -7.590 13.333
O 14.851 -7.030 11.900
H 11.928 -4.825 2.706
H 14.085 -6.603 5.146
C 14.142 -8.117 12.526
O 9.255 -5.307 2.243
C 9.965 -5.401 3.453
H 16.674 -5.853 3.065
H 14.864 -8.203 6.819
H 11.175 -7.560 2.721
O 12.624 -3.592 8.793

Values from the calculation:
SMILES: OCCO.OCCO.OCCO.OCCO.OCCO.OCCO
Spin multiplicity: 1
HOMO-LUMO gap: 0.3688 hartree

Stability check: which of them is most stable? (2).

(1)
Computed, not measured: 2 unconnected molecules or ions with the total composition C3H6N3O, with ωB97M-V/def2-TZVPD.

Element x y z (Å)
H -2.209 -0.442 0.354
H 2.199 0.716 2.002
H 1.218 -1.866 0.874
N -1.671 0.024 -0.276
H -1.389 1.414 -3.030
C 1.034 -0.942 1.418
H 0.183 -0.795 2.048
C -1.333 1.037 -2.094
H 2.728 -0.339 0.696
N 2.030 -0.151 1.336
C -0.387 0.039 -0.410
O -0.105 0.701 -1.548
N -2.297 0.604 -1.370

Values from the calculation:
Net charge: +1
Spin multiplicity: 1
HOMO-LUMO gap: 0.3606 hartree

(2)
Computed, not measured: a molecular structure, C3H6N3O, with ωB97M-V/def2-TZVPD.

Element x y z (Å)
H 1.409 -1.639 0.421
H -2.270 1.592 0.284
H -0.001 2.284 0.065
O 1.813 0.681 -0.620
H 2.627 0.398 -0.166
C -0.274 1.244 0.157
N 0.703 0.324 0.076
N -1.555 0.877 0.093
C 0.483 -1.065 0.480
H -0.526 -1.973 -1.444
C -0.463 -1.402 -0.547
N -2.038 -0.226 -0.303
H 0.094 -1.094 1.502

Values from the calculation:
Net charge: +1
Spin multiplicity: 1
HOMO-LUMO gap (spin up / spin down): 0.3200 / 0.3001 hartree

Stability check: which of them is most stable? (1).

(1)
Computed, not measured: C5H7Br in the gas phase, with ωB97M-V/def2-TZVPD.

Element x y z (Å)
H 1.353 -1.854 0.572
H 1.136 -2.110 -1.090
C -1.369 0.022 -0.361
C -0.169 0.920 -0.486
H 0.628 2.749 0.387
H -0.025 1.299 -1.547
Br -3.449 -0.315 -0.334
H 0.046 -2.750 0.037
C 0.459 1.730 0.719
H 1.406 1.110 0.888
C 0.507 -1.845 -0.153
C -0.311 -0.667 -0.286
H -0.213 1.710 1.655

Values from the calculation:
SMILES: CC1=C(Br)[C@H]1C
Spin multiplicity: 1
HOMO-LUMO gap: 0.3551 hartree

(2)
Computed, not measured: 2 unconnected molecules or ions with the total composition C5H7Br, with ωB97M-V/def2-TZVPD.

Element x y z (Å)
H 0.300 2.039 0.965
Br -0.113 -1.551 3.891
H 0.633 -2.054 -0.352
C 0.897 -0.917 -0.155
C -1.403 0.258 -1.100
C 0.400 -0.204 1.022
C 0.772 1.150 0.534
H -1.848 -0.853 -1.266
C -0.121 0.230 -0.314
H 1.981 -0.662 -0.419
H 1.803 1.259 0.250
H -1.158 0.335 -2.178
H -2.142 0.970 -0.878

Values from the calculation:
Spin multiplicity: 1
HOMO-LUMO gap: 0.2234 hartree

Stability check: which of them is most stable? (1).